Computed, not measured: C23H47NO2S2Si2V as an isolated structure in a non-equilibrium geometry, with wB97M-V/def2-TZVPD.

XYZ file:
```
78
Properties=species:S:1:pos:R:3:forces:R:3
O -1.2231 -2.8094 -1.2466 0.40 -0.26 0.92
O -2.0255 -0.6214 -2.5521 -1.09 0.03 -1.13
C -0.4452 -3.9753 -1.5154 -0.51 0.00 -0.44
C 0.3095 -4.5957 -0.3528 0.03 0.11 -0.09
H 0.2385 -3.6696 -2.3193 -0.03 -0.09 0.23
H -1.1328 -4.7086 -1.9572 0.17 -0.25 0.03
H 1.0741 -3.9163 0.0382 -0.16 -0.10 0.02
H 0.7938 -5.5149 -0.7019 -0.03 0.18 0.06
H -0.3764 -4.8677 0.4534 0.18 -0.04 -0.03
C -1.9884 -2.8318 -0.0281 0.67 0.30 -0.49
C -3.1520 -3.7920 -0.0866 -0.22 -0.04 0.04
H -2.2948 -1.7852 0.0766 -0.14 -0.29 0.11
H -1.3454 -3.0702 0.8327 -0.08 0.16 -0.22
H -3.8476 -3.5396 -0.8960 0.16 -0.08 0.14
H -3.6956 -3.7356 0.8609 -0.04 -0.10 -0.08
H -2.8049 -4.8249 -0.2225 -0.13 0.21 0.03
C -3.1954 0.2277 -2.5114 0.63 -0.47 -0.27
C -1.9460 -1.4662 -3.7245 0.24 0.70 0.59
C -4.2127 -0.3143 -1.5366 -0.38 -0.01 0.08
H -3.6221 0.2837 -3.5275 0.08 0.21 0.31
H -2.8675 1.2355 -2.2106 -0.05 -0.32 -0.12
H -4.5871 -1.2952 -1.8547 0.13 0.22 0.15
H -5.0603 0.3742 -1.5023 -0.07 -0.04 0.08
H -3.8073 -0.3973 -0.5218 -0.02 0.03 -0.25
C -3.1277 -2.3810 -3.8913 -0.07 -0.28 -0.15
H -1.0263 -2.0475 -3.5990 -0.26 0.14 0.05
H -1.8180 -0.8166 -4.6085 -0.06 -0.17 0.12
H -3.2719 -2.9941 -2.9946 0.02 0.16 -0.21
H -2.9126 -3.0423 -4.7356 -0.17 -0.02 0.03
H -4.0391 -1.8203 -4.1210 0.05 -0.18 0.06
H -0.6880 -0.3927 -1.3674 1.58 1.77 0.59
V 1.0813 1.1539 0.7492 1.85 0.45 -0.26
C 0.1003 0.4387 -1.0961 -1.04 -1.70 -1.18
Si 0.6669 1.2849 -2.6784 0.14 -0.51 -0.67
H -0.4068 1.1578 -0.4082 -0.38 -0.32 -0.01
H 0.9648 -0.1518 -0.6843 -0.82 0.16 -0.54
C 1.4387 -0.1525 -3.6202 0.00 0.09 -0.12
C 1.9601 2.6233 -2.4750 0.09 0.03 0.15
C -0.6799 2.1089 -3.6952 -0.18 -0.05 -0.10
C 3.0632 1.7428 0.7807 -0.03 0.13 0.21
Si 3.9706 1.4758 2.3913 0.08 0.20 -1.06
H 2.8665 2.7945 0.4763 0.49 -0.08 0.20
H 3.4738 1.1919 -0.0907 0.09 0.17 0.36
C 5.6016 2.4345 2.3336 0.09 0.11 0.34
C 4.4194 -0.3386 2.6323 0.20 -0.10 0.19
C 2.9462 2.0520 3.8659 0.07 0.24 0.26
H -0.1938 2.7368 -4.4546 -0.10 -0.08 0.16
H -1.3245 2.7581 -3.0894 0.12 -0.05 -0.12
H -1.3196 1.3895 -4.2198 0.11 0.14 0.15
H 2.2789 -0.5656 -3.0465 -0.08 0.09 -0.13
H 1.8118 0.1732 -4.5989 0.01 -0.11 0.14
H 0.7205 -0.9645 -3.7822 0.14 0.20 0.03
H 2.8047 2.3399 -1.8389 -0.13 0.10 -0.14
H 1.5092 3.5388 -2.0714 0.15 -0.06 -0.04
H 2.3467 2.8555 -3.4789 -0.10 -0.01 0.23
H 4.3763 -0.9165 1.7011 0.00 0.13 0.17
H 3.7460 -0.8127 3.3575 0.17 0.02 -0.21
H 5.4451 -0.4068 3.0231 -0.18 -0.02 -0.05
H 2.5221 1.2112 4.4334 0.09 0.16 -0.17
H 2.1170 2.7160 3.5853 0.18 -0.09 0.02
H 3.6075 2.6131 4.5444 -0.25 -0.12 -0.04
H 6.0673 2.4625 3.3272 0.06 0.02 -0.11
H 5.4541 3.4722 2.0061 -0.02 -0.19 0.06
H 6.3177 1.9654 1.6448 -0.21 0.05 0.09
S 1.3404 -1.0982 1.7145 0.02 -0.82 0.11
C 0.3790 -0.2281 2.7806 -0.69 2.01 -0.65
N -0.0331 1.0013 2.3256 -1.57 -1.67 2.38
C -0.7934 1.6857 3.2791 1.21 -0.01 -0.27
C -1.2858 2.9832 3.0897 -0.05 -0.24 0.67
C -1.6525 3.7024 4.2276 -0.06 -0.30 -0.23
C -1.5379 3.1339 5.5059 0.03 -0.25 0.01
C -1.1063 1.8111 5.6704 -0.30 0.10 -0.15
C -0.7718 1.0691 4.5413 0.05 0.28 -0.06
S -0.0332 -0.5398 4.4326 -0.26 0.59 0.16
H -1.3463 3.3879 2.0807 0.11 0.06 0.27
H -2.0213 4.7195 4.1205 0.07 -0.16 0.06
H -1.7877 3.7372 6.3810 0.08 -0.25 -0.26
H -1.0060 1.3571 6.6506 -0.08 0.19 -0.01
```
Forces are in eV/Å.

**Spin multiplicity**: 4
**Relative energy (zero: lowest compared OMol25 entry of this formula, charge and spin)**: 24.95 kcal per mole
**E_HOMO (alpha / beta)**: -6.2 / -7.6 eV
**Expectation value of S²**: 3.77

=====

Computed, not measured: a 2-piece molecular cluster, C23H47NO4 overall in a non-equilibrium geometry, with wB97M-V/def2-TZVPD.

XYZ file:
```
75
Properties=species:S:1:pos:R:3:forces:R:3
C 5.6058 -2.6562 0.0850 -0.64 0.28 1.09
C 4.6423 -1.6832 0.9454 1.19 -1.13 -0.16
O 3.5373 -1.2213 0.1443 1.19 1.02 0.57
C 3.8405 0.0808 -0.3760 -0.62 0.75 -0.46
C 3.6872 1.2504 0.7013 -0.41 -0.32 -0.71
O 2.5638 2.0733 0.3119 0.23 -0.30 1.88
C 2.1098 2.7150 1.5205 0.04 1.55 0.01
C 1.3793 4.1016 1.2044 0.06 -0.32 0.28
C -0.2028 4.0218 1.3106 -0.01 0.37 -0.22
C -0.9637 3.9316 -0.0842 -0.89 0.24 0.51
C -2.2966 4.8305 -0.0041 -0.08 -1.63 0.02
C -3.4309 3.8691 0.6197 -0.14 0.47 -1.02
C -4.1941 3.2162 -0.6180 -0.40 -0.50 1.40
C -5.3178 2.2054 -0.1247 0.72 0.31 -1.65
C -5.8431 1.4276 -1.4408 -1.04 0.28 1.11
C -7.4272 1.2216 -1.2138 1.39 0.48 1.09
C -7.5762 0.4263 0.1655 -0.62 -0.91 -0.85
C -8.8540 -0.5589 0.1890 0.80 -0.10 0.71
C -8.2783 -1.9833 0.6215 -0.40 1.72 -0.01
O -9.3040 -2.9378 0.9358 1.76 -0.56 0.08
C -8.5960 -4.1958 1.1583 0.60 0.32 -0.01
O 2.9106 0.3345 -1.4260 1.61 -0.92 0.00
C 3.3693 -0.2981 -2.6548 -0.31 0.38 0.20
H 6.6744 -2.3136 0.1914 -1.05 -0.32 -0.45
H 5.2284 -2.6365 -0.9758 0.66 -0.19 1.03
H 5.5630 -3.6943 0.5298 -0.04 1.15 -0.88
H 5.3173 -0.8406 1.3049 -1.22 -0.76 -0.14
H 4.2309 -2.2744 1.8230 0.41 0.99 -1.02
H 4.9012 0.1096 -0.7835 -0.98 -0.25 0.37
H 4.5978 1.9299 0.7201 -0.79 -0.96 0.08
H 3.4967 0.8034 1.7239 0.37 0.34 -1.11
H 3.0283 2.9171 2.1556 -1.04 -0.03 -0.53
H 1.4049 2.0882 2.1417 0.73 0.22 -0.78
H 1.6508 4.4824 0.1742 -0.12 -0.62 1.11
H 1.7944 4.8667 1.9380 -0.66 -0.93 -0.81
H -0.5752 4.9519 1.8439 0.46 -1.05 -0.60
H -0.5404 3.1445 1.9403 0.58 0.94 -0.54
H -0.3367 4.1856 -0.9832 -0.40 -0.09 1.07
H -1.3360 2.8683 -0.2202 0.65 1.16 -0.09
H -2.6454 5.0636 -1.0588 0.48 0.14 1.33
H -2.1520 5.7591 0.6175 -0.04 -0.89 -0.84
H -2.9834 3.0343 1.2401 -0.36 0.99 -0.63
H -4.1526 4.4264 1.2902 0.68 -0.55 -0.83
H -4.6775 4.0023 -1.2708 0.64 -0.74 0.69
H -3.4608 2.6190 -1.2368 -0.65 0.76 0.53
H -6.1795 2.7784 0.3459 1.15 -0.75 -0.41
H -4.8416 1.4924 0.6050 -0.73 0.71 -0.57
H -5.6333 2.0690 -2.3475 -0.24 -0.79 0.90
H -5.3148 0.4245 -1.5376 -0.66 1.23 0.00
H -7.9290 0.7126 -2.0810 0.39 0.49 0.95
H -7.8352 2.2647 -1.0222 0.15 -1.23 -0.71
H -6.6283 -0.1920 0.2781 -1.15 0.59 -0.02
H -7.6427 1.0873 1.0719 0.20 -0.44 -1.08
H -9.5755 -0.1706 0.9718 0.69 -0.69 -0.91
H -9.3872 -0.5789 -0.8024 0.62 -0.12 0.99
H -7.6349 -1.7759 1.5420 -0.71 -0.44 -0.96
H -7.5884 -2.3529 -0.1929 -0.70 0.23 0.65
H -7.5227 -3.9582 1.4494 -1.20 -0.41 -0.21
H -9.0361 -4.7794 2.0112 0.07 0.55 -1.09
H -8.5453 -4.7600 0.1834 -0.23 0.28 1.09
H 4.3894 0.1450 -2.8838 -1.14 -0.71 -0.13
H 3.4115 -1.4226 -2.5530 0.06 1.17 -0.07
H 2.6005 -0.0235 -3.4345 1.03 -0.29 0.78
C 10.0606 -3.6403 0.1687 0.04 0.04 0.05
C 10.3066 -4.9836 -0.5101 0.16 0.21 0.22
C 9.1853 -5.3777 -1.4743 -0.44 -0.10 0.57
C 7.8923 -5.4938 -0.7343 -0.77 -0.13 0.11
N 6.8886 -5.5811 -0.1574 1.51 -0.01 -0.76
H 9.1598 -3.6608 0.7865 0.00 -0.02 -0.08
H 10.8970 -3.3867 0.8231 -0.04 0.02 -0.07
H 9.9530 -2.8414 -0.5704 -0.01 -0.03 0.06
H 10.4216 -5.7536 0.2580 -0.02 -0.03 -0.13
H 11.2495 -4.9366 -1.0614 -0.09 -0.09 -0.05
H 9.4121 -6.3370 -1.9442 -0.16 0.04 0.01
H 9.0777 -4.6308 -2.2644 -0.10 -0.04 0.07
```
Forces are in eV/Å.

**E_HOMO**: -9.4 eV
**SMILES**: CCO[C@H](COCCCCCCCCCCCCCOC)OC.CCCC#N

=====

Computed, not measured: a 4-piece molecular cluster, C23H47O8P overall in a non-equilibrium geometry, with wB97M-V/def2-TZVPD.

XYZ file:
```
79
Properties=species:S:1:pos:R:3:forces:R:3
C 0.8283 -3.7841 -2.2210 -0.11 -1.54 -1.01
C 0.0890 -2.9845 -1.7151 -1.00 2.60 0.53
C -0.7227 -1.7506 -1.1856 0.97 -1.30 -0.34
C -0.4648 -0.4251 -2.0425 0.82 -1.17 -0.40
C 0.4683 0.6200 -1.3161 0.39 0.07 -0.90
P -0.3742 2.2109 -0.7677 0.30 0.53 0.20
C 1.0137 3.3329 -1.4252 1.08 0.07 -0.99
C 2.4562 3.0653 -0.8294 -0.57 0.88 0.21
C 2.5207 2.9286 0.7402 1.03 0.26 -0.17
C 2.0570 4.2271 1.5202 -0.15 -0.39 0.28
C 4.0489 2.6087 1.1067 -0.56 -0.56 -1.08
C -1.8913 1.3022 -0.0249 -1.51 0.02 0.49
O -1.5170 0.3410 1.0014 1.06 0.16 -1.48
O -2.3661 0.5908 2.0793 -1.60 0.34 1.62
H 1.1878 -4.6388 -2.8191 -0.09 1.13 0.93
H -1.7955 -2.0612 -1.2200 0.82 0.38 0.27
H -0.3677 -1.6246 -0.1261 -0.77 0.06 -0.96
H 0.0974 -0.7839 -2.9622 -0.71 0.58 1.02
H -1.4161 0.0115 -2.4456 0.85 -0.36 0.67
H 1.0357 0.2049 -0.4417 -0.69 0.17 -0.68
H 1.2511 0.9169 -2.0688 -0.74 -0.17 0.88
H -1.2907 2.8747 -1.6604 0.04 -0.33 0.11
H -0.2122 2.8367 0.5282 -0.06 -0.43 -0.22
H 1.0866 3.1284 -2.5393 -0.14 0.26 0.99
H 0.7445 4.4293 -1.3576 0.06 -1.11 0.25
H 2.8812 2.1363 -1.2839 -0.26 0.76 0.35
H 3.0992 3.9465 -1.1263 -0.37 -1.00 0.25
H 1.8549 2.0598 1.0119 0.81 0.82 0.00
H 2.8781 4.6889 2.1358 -0.68 -0.63 -0.66
H 1.2707 3.9116 2.2633 0.55 0.70 -0.82
H 1.6933 5.0327 0.8313 0.01 -0.79 0.59
H 4.5622 2.3320 0.1401 -0.32 0.22 1.00
H 4.5731 3.5091 1.5047 -0.46 -0.89 -0.04
H 4.1318 1.7058 1.7606 0.07 1.02 -0.19
H -2.5787 0.8449 -0.7989 0.68 0.10 0.77
H -2.5329 2.0610 0.5134 0.82 -0.46 -0.68
H -1.9449 0.2460 2.8885 0.43 -0.02 -0.76
C -0.2616 4.8519 6.3707 0.10 0.06 0.17
C 0.1505 3.8182 5.3431 -0.11 0.12 0.20
O 1.5391 3.9396 5.0145 0.01 -0.02 -0.50
C 2.5372 3.3643 5.7116 0.37 0.02 0.33
C 2.2461 2.7916 7.0753 -0.25 -0.56 -0.02
O 3.6577 3.3786 5.2742 -0.39 0.11 -0.15
H 0.2735 4.7177 7.3124 -0.08 -0.07 -0.01
H -1.3327 4.7893 6.5705 0.03 0.00 -0.02
H -0.0276 5.8565 6.0138 -0.07 -0.07 -0.07
H -0.0905 2.7989 5.6529 0.08 0.03 0.07
H -0.3957 3.9962 4.4152 0.24 -0.02 -0.06
H 2.4487 3.5502 7.8314 -0.02 -0.02 -0.03
H 2.9051 1.9391 7.2367 0.14 0.22 0.00
H 1.2295 2.4208 7.1896 -0.05 0.20 0.08
C 2.0999 -5.0363 -6.4815 0.17 0.10 0.06
C 0.8518 -4.3634 -7.0147 0.23 -0.12 0.01
O 0.4757 -3.2484 -6.1983 -0.45 -0.24 -0.02
C 0.9711 -2.0073 -6.3366 0.32 0.09 0.12
C 2.1896 -1.7804 -7.1942 -0.14 0.03 -0.59
O 0.4742 -1.1143 -5.7090 -0.15 0.07 0.10
H 2.9576 -4.3617 -6.4964 -0.02 -0.04 -0.09
H 2.3445 -5.9185 -7.0755 -0.02 0.02 0.03
H 1.9538 -5.3399 -5.4433 -0.08 -0.05 -0.08
H 0.9495 -4.0669 -8.0612 0.08 0.07 0.06
H 0.0179 -5.0653 -6.9694 -0.07 0.21 0.11
H 3.0806 -1.8301 -6.5681 -0.03 -0.02 -0.02
H 2.1170 -0.7876 -7.6370 0.04 0.02 0.25
H 2.2822 -2.4807 -8.0220 0.12 -0.13 0.13
C -3.7013 -2.6220 2.2378 -0.12 0.05 0.01
C -3.3089 -3.8823 1.4946 -0.06 0.28 0.09
O -4.0503 -5.0149 1.9659 0.32 -0.39 0.05
C -5.2711 -5.3574 1.5152 -0.44 -0.01 0.06
C -6.0503 -4.3704 0.6835 0.16 0.00 -0.60
O -5.7557 -6.4103 1.8386 0.36 0.19 0.04
H -4.7511 -2.3705 2.0766 0.06 0.04 -0.08
H -3.0910 -1.7782 1.9122 -0.05 -0.03 -0.03
H -3.5704 -2.7582 3.3135 0.08 -0.05 -0.06
H -3.4023 -3.7771 0.4116 -0.09 0.00 0.04
H -2.2595 -4.1052 1.6929 -0.12 -0.21 0.03
H -6.6959 -3.7841 1.3374 0.04 -0.01 -0.02
H -6.6654 -4.9276 -0.0225 -0.09 -0.04 0.24
H -5.4265 -3.7052 0.0900 -0.01 0.15 0.17
```
Forces are in eV/Å.

**E_HOMO**: -8.0 eV
**SMILES**: C#CCCC[PH2](CCC(C)C)COO.CCOC(C)=O.CCOC(C)=O.CCOC(C)=O

=====

> What is the formula in the third record?

C23H47O8P